Record 1
This record from the Open Molecules 2025 dataset describes a gas-phase ion, C3H8N3S (charge +1) at a distorted geometry. The level of theory is ωB97M-V with the def2-TZVPD basis set.

Geometry (Å):
S -2.69473 -0.40275 -0.41986
N 1.09966 -1.29607 0.65543
N -0.95718 1.15684 0.78257
N 0.09722 -0.75000 -0.34370
C -0.06947 1.59261 0.00650
C -1.17366 -0.24094 0.57167
C 0.63901 0.56639 -0.84247
H 0.30988 0.89809 -1.86832
H -1.37487 -0.76231 1.46970
H 0.26681 2.65966 -0.22832
H -1.95601 -0.17029 -1.48105
H 1.97706 -1.51780 0.05425
H 1.74921 0.73761 -0.77259
H 1.45501 -0.44853 1.24015
H 0.63206 -2.02252 1.17606

Computed properties:
- electronic energy (Ha) = -681.1994
- SMILES string = [NH3+]N1CC=N[C@H]1S
- net charge = +1
- M (g/mol) = 118.18
- HOMO (eV) = -13.26
- energy relative to the best compared isomer or geometry (same formula, charge and spin) (kJ/mol) = 301.64
- orbital gap (Ha) = 0.3404



Record 2
This record from the Open Molecules 2025 dataset describes a molecular structure, C3HFMnO2 at a distorted geometry. The level of theory is ωB97M-V with the def2-TZVPD basis set.

Geometry (Å):
Mn -0.17808 2.54063 -1.07298
F -1.45684 0.11907 1.23032
O 1.38404 0.02046 -0.50868
O 0.31483 -1.23923 0.90255
C 0.15976 0.44744 -0.60041
C 1.53388 -1.01348 0.54032
C -0.62953 -0.35292 0.34296
H -1.12805 -0.52196 -0.83409

Computed properties:
- electronic energy (Ha) = -1515.2630
- net charge = +2
- 2S+1 = 6
- M (g/mol) = 142.97
- HOMO (alpha / beta) (eV) = -19.60 / -19.60
- energy relative to the best compared isomer or geometry (same formula, charge and spin) (kJ/mol) = 15.46
- orbital gap (alpha / beta) (Ha) = 0.2573 / 0.2489